[1]
A molecular structure, C28H38IrN4O3P2S in a non-equilibrium geometry, computed with ωB97M-V with the def2-TZVPD basis set.

The geometry in XYZ format:
```
77
Properties=species:S:1:pos:R:3:lowdin_spin:R:1
Ir 2.4693 3.3590 -0.5723 2.10
C 4.0644 1.8223 0.4118 0.36
C 3.1511 1.4841 -0.6532 0.11
C 2.0541 0.5108 -0.3023 0.04
C 0.6547 1.0949 0.0189 0.02
C 0.7139 2.5887 0.2526 0.06
C 1.5475 3.1710 1.2638 0.18
C 2.3198 2.3140 2.2607 0.04
C 3.7790 1.9723 1.8480 0.07
C 1.6627 4.4187 -1.9469 0.33
H 5.1190 1.8462 0.1368 0.01
H 3.6524 1.2556 -1.6071 0.02
H 2.4670 0.0297 0.5870 0.00
H 1.9703 -0.2545 -1.0919 0.00
H -0.0597 0.8651 -0.7940 0.00
H 0.2413 0.5748 0.9011 0.00
H -0.1452 3.1696 -0.0971 0.01
H 1.2318 4.1720 1.5951 0.01
H 1.7712 1.3944 2.5173 0.01
H 2.3624 2.9255 3.1736 0.00
H 4.4194 2.7908 2.2287 0.01
H 4.1244 1.0776 2.3882 0.02
H 2.4320 4.8390 -2.6079 0.05
H 1.0726 5.2209 -1.4742 0.04
H 0.9869 3.7764 -2.5158 0.05
P -2.8588 -0.3831 -0.0158 0.00
P -0.2377 -2.4913 -1.1687 0.00
N -3.5914 0.0987 1.5167 0.00
N -4.5112 -0.6291 -0.8610 0.04
N 0.4470 -3.0263 0.3916 0.00
N 0.1952 -4.0252 -2.0793 0.00
C -2.6130 -2.1878 0.3780 0.00
C -2.0014 -2.9872 -0.7976 0.00
C -3.1680 1.2361 2.2337 0.01
C -3.8820 1.3007 3.4213 0.00
C -4.7720 0.1794 3.4520 0.01
C -4.5423 -0.5584 2.3037 0.01
C -4.8842 -0.0610 -2.0863 0.34
C -6.1961 -0.4263 -2.3883 0.13
C -6.6516 -1.2691 -1.3285 0.11
C -5.5838 -1.4215 -0.4531 0.33
C 1.2968 -2.1893 1.1172 0.00
C 1.6326 -2.7780 2.3168 0.00
C 0.9141 -4.0096 2.3815 0.00
C 0.1537 -4.1088 1.2241 0.00
C 0.2613 -5.3520 -1.6353 0.00
C 0.2107 -6.2170 -2.7219 0.00
C 0.1292 -5.4028 -3.8991 0.00
C 0.1228 -4.0770 -3.4825 0.00
H -3.5625 -2.6563 0.6729 0.00
H -1.9411 -2.1932 1.2537 0.00
H -2.0549 -4.0749 -0.6008 0.00
H -2.5759 -2.8119 -1.7319 0.00
H -2.3983 1.8711 1.8189 0.00
H -3.7993 2.0570 4.1810 0.00
H -5.5093 -0.0619 4.1963 0.00
H -4.9636 -1.5066 2.0284 0.00
H -4.1817 0.5398 -2.6377 0.01
H -6.7701 -0.1445 -3.2578 0.00
H -7.6234 -1.7228 -1.2042 0.00
H -5.5181 -2.0750 0.3950 0.01
H 1.5647 -1.2497 0.7077 0.00
H 2.3242 -2.3699 3.0373 0.00
H 0.9613 -4.7414 3.1669 0.00
H -0.5709 -4.8543 0.9368 0.00
H 0.3724 -5.5873 -0.5951 0.00
H 0.2234 -7.2952 -2.6679 0.00
H 0.0789 -5.7645 -4.9149 0.00
H 0.0905 -3.1600 -4.0489 0.00
C 5.5989 6.0623 -0.8844 0.01
S 4.9761 4.5298 -0.2380 0.02
O 4.6287 3.6847 -1.4390 0.19
O 5.9314 3.9810 0.6985 0.02
O 3.6389 4.9198 0.3901 0.21
H 6.6835 5.9672 -0.7839 0.00
H 5.1764 6.8818 -0.2900 0.00
H 5.2878 6.1417 -1.9291 0.00
```

The calculation puts the LUMO energy (alpha / beta) at -5.09 / -9.05 eV. As for the spin multiplicity: 6. For the energy relative to the best compared isomer or geometry (same formula, charge and spin), the calculation gives 0.00 kcal per mole. For the orbital gap (alpha / beta), the calculation gives 7.13 / 3.17 eV. As for the charge: +2. Its HOMO energy (alpha / beta) is -12.218 / -12.218 eV.

=====

[2]
A molecular structure, C2H2NOS2 in a non-equilibrium geometry, computed with ωB97M-V with the def2-TZVPD basis set.

The geometry in XYZ format:
```
8
Properties=species:S:1:pos:R:3:lowdin_charge:R:1
C 0.3119 -0.4259 -0.3221 -0.77
C -0.9063 1.1095 -0.4797 -0.90
N 0.4925 -1.0194 0.8931 -0.02
O -0.4191 1.8496 0.3209 -0.15
S 1.2897 -0.8934 -1.6235 0.41
S -2.2610 1.6371 -1.5054 0.27
H 0.1790 -0.6306 1.7920 0.10
H 1.3134 -1.6269 0.9249 0.06
```

The calculation puts the LUMO energy at 3.63 eV. For the energy relative to the best compared isomer or geometry (same formula, charge and spin), the calculation gives 35.82 kcal per mole. For the orbital gap, the calculation gives 7.45 eV. As for the charge: -1. Its HOMO energy is -3.829 eV.

=====

[3]
12 unconnected molecules or ions with the total composition C37H105N17O14 in a non-equilibrium geometry, computed with ωB97M-V with the def2-TZVPD basis set.

The geometry in XYZ format:
```
173
Properties=species:S:1:pos:R:3:lowdin_charge:R:1
C 41.1059 28.0235 -1.4672 -0.15
O 40.3691 28.5237 -2.5090 -0.13
C 39.3220 27.6684 -2.8383 -0.22
C 38.3704 28.2927 -3.8504 -0.40
C 37.5783 29.5237 -3.3746 -0.05
N 37.3628 27.2955 -4.2695 0.03
H 40.6617 27.8626 -0.4849 0.07
H 41.9016 28.6696 -1.0964 0.08
H 41.6508 27.1170 -1.7309 0.08
H 39.6595 26.6839 -3.1625 0.11
H 38.6718 27.4379 -1.9943 0.11
H 38.9671 28.4776 -4.7436 0.13
H 36.8139 29.9470 -4.0263 0.07
H 38.2887 30.3431 -3.2651 0.07
H 37.1851 29.4537 -2.3604 0.08
H 36.7177 27.6961 -4.9355 0.06
H 37.7371 26.4676 -4.7107 0.02
C 45.7797 27.0784 0.0014 0.01
O 45.7494 26.3546 1.3359 -0.22
C 46.7340 25.4463 1.5419 -0.23
C 46.3869 24.6060 2.7592 -0.45
C 47.5278 23.6737 3.0347 -0.05
N 45.2161 23.7897 2.5289 0.06
H 46.2518 26.6066 -0.8604 0.08
H 46.2527 28.0384 0.2080 0.09
H 44.7675 27.2754 -0.3517 0.07
H 46.8040 24.6746 0.7753 0.11
H 47.6507 25.9941 1.7604 0.14
H 46.0712 25.1614 3.6423 0.13
H 47.7732 23.1100 2.1346 0.07
H 47.1469 22.9605 3.7657 0.09
H 48.3198 24.2998 3.4454 0.09
H 44.8119 23.3792 3.3584 0.05
H 44.4456 24.3990 2.2943 0.02
C 43.5084 19.7233 -5.7353 -0.09
O 42.2477 20.3945 -5.4648 -0.20
C 41.6059 21.0288 -6.5746 -0.19
C 40.1432 20.5212 -6.5605 -0.44
C 40.0397 19.0390 -6.8485 -0.06
N 39.4661 21.2425 -7.6229 0.04
H 43.3448 18.7446 -6.1865 0.08
H 44.0720 19.5104 -4.8270 0.08
H 44.2009 20.2660 -6.3788 0.08
H 41.5614 22.1032 -6.3969 0.10
H 42.1729 20.9032 -7.4970 0.13
H 39.7308 20.8012 -5.5912 0.13
H 39.1337 18.5855 -6.4464 0.07
H 40.7615 18.3669 -6.3844 0.07
H 40.0663 18.7612 -7.9022 0.08
H 38.5483 20.8373 -7.5065 0.07
H 39.3503 22.2258 -7.4238 0.04
C 41.6082 24.5608 -3.7756 -0.12
O 42.0621 24.3055 -2.4641 -0.21
C 40.9732 23.8822 -1.5646 -0.14
C 41.6374 23.8851 -0.1374 -0.31
C 42.5747 22.5713 -0.0557 -0.03
N 40.5744 24.0012 0.9273 0.06
H 41.6193 25.6501 -3.8125 0.07
H 40.6378 24.1997 -4.1164 0.07
H 42.3603 24.2212 -4.4876 0.07
H 40.2835 24.7227 -1.6426 0.10
H 40.5128 22.9713 -1.9472 0.11
H 42.2433 24.7900 -0.0904 0.11
H 43.1359 22.4077 -0.9756 0.07
H 41.9474 21.7437 0.2754 0.06
H 43.4356 22.7334 0.5931 0.03
H 39.9679 23.2269 0.6978 0.02
H 41.1176 23.8379 1.7631 0.04
C 33.4125 23.2231 -1.8820 -0.12
O 34.6550 23.8696 -1.8555 -0.17
C 35.8513 23.1856 -2.2205 -0.16
C 36.2084 23.1532 -3.7530 -0.38
C 37.5920 22.8543 -4.3041 -0.07
N 35.9324 24.4436 -4.4653 0.03
H 32.6653 23.8305 -1.3712 0.09
H 33.5690 22.2648 -1.3868 0.08
H 33.0142 22.9665 -2.8637 0.08
H 36.6396 23.7749 -1.7522 0.12
H 36.0302 22.2075 -1.7739 0.11
H 35.4811 22.4284 -4.1189 0.11
H 37.7523 21.7933 -4.1128 0.06
H 38.2436 23.3436 -3.5800 0.07
H 37.8053 22.9683 -5.3669 0.07
H 34.9742 24.7616 -4.4932 0.06
H 36.2342 24.4250 -5.4290 0.05
C 48.3857 22.4126 -7.9792 -0.08
O 48.0542 23.7266 -7.4908 -0.19
C 46.7069 23.8548 -7.1744 -0.24
C 45.9993 25.3027 -7.2829 -0.17
N 44.5950 25.1779 -6.8024 -0.07
C 43.7537 26.4053 -6.7685 -0.20
C 44.0908 27.4710 -5.7256 -0.14
O 44.2608 26.6294 -4.4886 -0.21
C 44.9371 27.2232 -3.4275 -0.14
H 48.1446 21.6251 -7.2653 0.09
H 49.4429 22.4072 -8.2445 0.09
H 47.7509 22.3121 -8.8596 0.08
H 46.5157 23.4954 -6.1633 0.12
H 46.0144 23.3340 -7.8357 0.11
H 46.0460 25.8155 -8.2436 0.11
H 46.5822 25.9307 -6.6092 0.10
H 44.5631 24.5592 -6.0048 0.09
H 42.7961 25.9891 -6.4557 0.08
H 43.5562 26.7324 -7.7893 0.11
H 43.2712 28.1757 -5.5850 0.12
H 44.8967 28.0843 -6.1285 0.11
H 44.7046 28.2441 -3.1246 0.10
H 45.9851 26.9302 -3.4903 0.09
H 44.5187 26.6295 -2.6148 0.07
C 43.5337 19.9574 1.3673 -0.07
O 42.2698 19.2220 1.5948 -0.20
C 41.8181 18.9482 2.9131 -0.19
C 40.2222 18.8559 3.0215 -0.18
N 39.5664 19.6364 2.0030 -0.08
C 39.2465 21.0142 2.3497 -0.18
C 38.1964 21.7424 1.3781 -0.10
O 38.7371 22.1465 0.0157 -0.24
C 38.6792 21.0576 -0.8619 -0.12
H 43.7621 19.9894 0.3020 0.09
H 44.3731 19.4610 1.8544 0.07
H 43.4905 20.9803 1.7413 0.05
H 42.1481 19.6733 3.6570 0.10
H 42.1555 17.9731 3.2645 0.11
H 39.9341 19.0732 4.0501 0.11
H 39.9150 17.8563 2.7141 0.11
H 40.1081 19.5576 1.1542 0.08
H 40.1058 21.6839 2.3834 0.08
H 38.7756 20.9961 3.3326 0.11
H 37.8603 22.6257 1.9212 0.11
H 37.2862 21.1455 1.3204 0.11
H 39.4629 20.3371 -0.6277 0.08
H 38.9121 21.3928 -1.8726 0.07
H 37.6510 20.6958 -0.8673 0.09
N 38.8573 26.2928 0.5553 0.16
C 37.8283 26.0772 1.2639 -0.83
N 38.1621 25.8360 2.5070 0.17
O 36.7317 26.1541 0.7698 0.05
H 39.6614 25.7677 0.8681 0.05
H 38.8693 26.2991 -0.4546 0.08
H 39.1381 25.9573 2.7368 0.09
H 37.4359 25.8784 3.2077 0.12
N 38.9262 26.2949 -8.2096 0.19
C 39.5060 25.6051 -7.2756 -0.78
N 40.4457 24.7760 -7.7125 0.16
O 39.1830 25.4314 -6.1464 0.05
H 38.0222 26.7411 -8.1478 0.13
H 39.4462 26.3180 -9.0751 0.11
H 40.8509 24.2688 -6.9388 0.09
H 40.6626 24.6801 -8.6942 0.11
N 43.6317 27.0524 2.6251 0.23
C 42.8747 26.1547 3.0988 -0.76
N 42.2180 26.5229 4.1622 0.19
O 42.8224 25.0210 2.6288 -0.02
H 44.2232 26.6842 1.8940 0.08
H 43.5075 27.9899 2.9798 0.14
H 42.4973 27.3313 4.6995 0.13
H 41.7429 25.7527 4.6107 0.12
N 46.1687 22.5162 -0.6135 0.18
C 46.6044 21.3088 -0.2707 -0.80
N 46.6314 21.0678 0.9821 0.18
O 46.8533 20.4471 -1.0921 0.02
H 46.0053 23.1056 0.1903 0.05
H 45.9252 22.7492 -1.5656 0.12
H 46.7035 20.0998 1.2612 0.13
H 46.4190 21.8094 1.6340 0.06
N 43.9763 23.8395 5.2573 0.15
C 43.3481 22.7203 5.4104 -0.77
N 42.3801 22.7388 4.5576 0.18
O 43.4031 21.9619 6.3748 0.03
H 43.5251 24.5657 4.7196 0.07
H 44.7374 24.1004 5.8679 0.13
H 41.5329 22.1890 4.5594 0.12
H 42.4711 23.3580 3.7650 0.06
```

The calculation puts the LUMO energy at -0.07 eV. For the orbital gap, the calculation gives 7.83 eV. Its SMILES is COC[C@H](C)N.COC[C@H](C)N.COC[C@H](C)N.COC[C@H](C)N.COC[C@H](C)N.COCCNCCOC.COCCNCCOC.NC(N)=O.NC(N)=O.NC(N)=O.NC(N)=O.NC(N)=O. Its HOMO energy is -7.902 eV.

=====

| no. | calculated total energy (hartree) |
| --- | --- |
| 1 | -2718.8292 |
| 2 | -1003.7937 |
| 3 | -3456.6637 |